# 1
Density functional theory data (wB97M-V/def2-TZVPD) for C19H28IrN4O2S2 as an isolated structure.

Summary:
LUMO level (spin up / spin down) = -5.6 / -8.8 eV
Highest occupied orbital energy (spin up / spin down) = -14.654 / -14.920 eV
Energy relative to the best compared isomer or geometry (same formula, charge and spin) = 0.00 kcal/mol
Energy = -54707.9552 eV

The geometry in ORCA input format:
```
! wB97M-V def2-TZVPD RIJCOSX def2/J DEFGRID3
* xyz 2 2
Ir -1.021 0.415 0.482
C -3.788 0.932 1.501
C -3.573 -0.557 1.665
N -2.138 -0.862 1.877
C -1.599 -0.673 3.248
C -1.298 0.777 3.615
S -0.495 1.719 2.245
C -1.654 3.123 2.029
C -2.564 2.955 0.816
N -2.813 1.513 0.526
H -3.653 1.452 2.448
H -4.809 1.133 1.176
H -3.872 -1.083 0.758
H -4.192 -0.932 2.485
H -2.011 -1.843 1.642
H -0.676 -1.249 3.294
H -2.288 -1.083 3.991
H -0.603 0.798 4.452
H -2.188 1.323 3.920
H -1.029 4.006 1.910
H -2.202 3.244 2.963
H -2.103 3.386 -0.068
H -3.517 3.461 0.982
H -3.227 1.467 -0.403
C 3.060 -0.056 -5.963
C 2.298 -0.454 -4.737
C 2.867 -1.305 -3.785
C 2.171 -1.674 -2.653
C 0.887 -1.161 -2.455
C 0.291 -0.317 -3.393
C 1.003 0.021 -4.526
S -0.033 -1.675 -1.087
O -1.351 -0.997 -1.130
O 0.011 -3.080 -0.881
N 0.521 -0.856 0.308
C 1.579 -1.186 1.094
C 2.419 -2.289 0.832
C 3.502 -2.500 1.668
C 3.706 -1.633 2.726
C 2.783 -0.589 2.931
N 1.748 -0.369 2.154
H 3.910 -0.711 -6.138
H 3.437 0.963 -5.853
H 2.418 -0.072 -6.843
H 3.862 -1.698 -3.948
H 2.617 -2.364 -1.952
H -0.716 0.039 -3.246
H 0.543 0.658 -5.270
H 2.202 -2.970 0.023
H 4.169 -3.334 1.496
H 4.542 -1.751 3.399
H 2.906 0.084 3.772
C -0.135 1.771 -0.828
H -0.754 1.869 -1.724
H 0.856 1.440 -1.137
H -0.004 2.771 -0.406
*
```

Results of the Löwdin charge analysis, in e, for atoms 1 through 4: 1.12, -0.14, -0.15, -0.18

***

# 2
Density functional theory data (wB97M-V/def2-TZVPD) for C19H28MnN9 as an isolated structure.

Summary:
LUMO level (spin up / spin down) = -7.7 / -7.0 eV
Highest occupied orbital energy (spin up / spin down) = -14.597 / -14.658 eV
Energy relative to the best compared isomer or geometry (same formula, charge and spin) = 5.86 kcal/mol
Energy = -64875.2882 eV

The geometry in ORCA input format:
```
! wB97M-V def2-TZVPD RIJCOSX def2/J DEFGRID3
* xyz 2 5
Mn -11.739 5.615 -11.603
N -10.594 8.873 -10.913
C -11.163 8.759 -12.133
N -11.279 9.887 -12.864
C -12.047 9.708 -13.974
N -12.521 10.848 -14.487
N -12.454 8.534 -14.537
C -12.148 7.484 -13.776
N -11.617 7.520 -12.507
C -12.551 6.223 -14.299
C -13.456 6.054 -15.380
C -13.722 4.792 -15.816
C -13.223 3.711 -15.111
C -12.249 3.934 -14.089
N -11.891 5.140 -13.675
H -10.225 9.794 -10.650
H -10.287 8.015 -10.406
H -12.061 11.651 -14.001
H -13.027 10.847 -15.320
H -14.006 6.926 -15.708
H -14.272 4.690 -16.740
H -13.325 2.668 -15.329
H -11.720 3.080 -13.634
N -11.592 3.524 -10.994
C -12.934 2.755 -10.973
C -14.140 3.607 -10.630
N -14.126 4.950 -11.414
H -10.916 2.905 -11.457
H -11.131 3.542 -9.971
H -12.745 1.994 -10.260
H -13.058 2.290 -11.978
H -14.134 3.839 -9.557
H -15.041 3.016 -10.846
H -14.900 5.551 -11.163
H -14.240 4.649 -12.406
C -9.078 2.847 -9.003
N -10.274 3.619 -8.715
C -11.167 2.999 -7.727
C -9.842 4.975 -8.478
C -10.901 5.998 -8.465
C -11.145 6.594 -7.249
C -12.201 7.545 -7.034
C -12.966 7.876 -8.193
C -12.670 7.265 -9.415
C -11.670 6.294 -9.595
H -9.351 1.793 -9.143
H -8.285 2.873 -8.174
H -8.621 3.223 -9.875
H -10.551 2.683 -6.847
H -11.703 2.136 -8.132
H -12.035 3.633 -7.414
H -9.017 5.257 -9.242
H -9.330 4.972 -7.547
H -10.463 6.416 -6.407
H -12.465 7.897 -6.032
H -13.857 8.542 -8.005
H -13.204 7.587 -10.328
*
```

Results of the Löwdin charge analysis, in e, for atoms 1 through 4: 1.01, 0.19, -0.40, 0.18

***

# 3
Density functional theory data (wB97M-V/def2-TZVPD) for C19H28MnNO4 as an isolated structure.

Summary:
LUMO level (spin up / spin down) = -3.7 / -5.8 eV
Highest occupied orbital energy (spin up / spin down) = -11.856 / -12.188 eV
Energy relative to the best compared isomer or geometry (same formula, charge and spin) = 0.00 kcal/mol
Energy = -61144.0705 eV

The geometry in ORCA input format:
```
! wB97M-V def2-TZVPD RIJCOSX def2/J DEFGRID3
* xyz 1 4
O 0.330 1.990 -2.162
C 0.967 2.952 -3.081
C -0.143 3.998 -2.897
H 1.008 2.487 -4.071
H 1.965 3.248 -2.725
C -0.742 2.958 -1.901
H -0.711 4.132 -3.814
H 0.167 4.939 -2.455
C -2.114 2.462 -2.338
H -2.058 1.860 -3.252
H -2.761 3.329 -2.530
H -2.571 1.855 -1.543
C -0.733 3.299 -0.419
H 0.241 3.658 -0.080
H -0.958 2.400 0.179
H -1.493 4.061 -0.192
Mn 0.056 -0.865 1.938
C 0.870 -0.050 3.721
C 1.949 -0.723 3.065
C 2.108 -0.159 1.761
H 2.651 -1.412 3.511
C 1.181 0.938 1.635
C 0.415 1.010 2.851
H -0.296 1.794 3.120
H 0.576 -0.251 4.747
H 2.904 -0.408 1.064
H 1.148 1.677 0.839
C -1.483 -1.208 3.329
C -1.958 -0.229 2.377
C -1.956 -0.831 1.087
H -2.354 0.764 2.597
C -1.530 -2.202 1.241
C -1.232 -2.440 2.623
H -1.004 -3.419 3.051
H -1.441 -1.089 4.408
H -2.340 -0.380 0.167
H -1.564 -2.977 0.475
O 0.582 -1.553 -0.343
C -0.259 -1.023 -1.412
C 0.187 -1.578 -2.747
H -0.237 0.064 -1.357
H -1.298 -1.369 -1.275
C 1.033 -2.797 -2.363
H 0.722 -0.831 -3.345
H -0.714 -1.879 -3.291
C 1.078 -2.821 -0.842
H 2.047 -2.720 -2.764
H 0.568 -3.700 -2.756
H 2.077 -2.947 -0.435
H 0.446 -3.632 -0.459
O 1.480 -3.325 3.164
N 2.201 -3.872 2.294
O 2.989 -3.184 1.605
*
```

Results of the Löwdin charge analysis, in e, for atoms 1 through 4: -0.14, -0.13, -0.06, 0.12

***

# 4
Density functional theory data (wB97M-V/def2-TZVPD) for one molecule with the formula C19H28N2O3S2.

Summary:
LUMO level = 0.5 eV
Highest occupied orbital energy = -8.667 eV
Energy relative to the best compared isomer or geometry (same formula, charge and spin) = 23.15 kcal/mol
Energy = -50950.2544 eV

The geometry in ORCA input format:
```
! wB97M-V def2-TZVPD RIJCOSX def2/J DEFGRID3
* xyz 0 1
C -3.590 2.893 0.680
S -3.168 1.154 0.899
C -1.367 1.237 0.713
C -1.013 1.822 -0.642
O -0.727 3.006 -0.741
N -1.067 1.011 -1.722
C -1.531 -0.376 -1.777
C -2.012 -0.501 -3.218
C -3.408 0.099 -3.396
S -3.478 0.847 -5.055
C -1.679 0.755 -5.327
C -1.028 0.389 -3.998
C 0.321 -0.292 -4.212
C -0.881 1.589 -3.055
C -0.638 1.911 1.900
N -0.219 0.580 2.344
C 0.882 0.309 3.084
O 1.442 1.159 3.752
C 1.370 -1.139 2.979
C 2.273 -1.551 4.148
C 3.523 -2.042 3.445
C 4.771 -2.436 4.157
C 3.928 -3.485 3.472
C 3.527 -1.271 2.153
O 2.149 -1.231 1.775
C -0.714 -0.102 1.147
H -4.663 2.970 0.846
H -3.073 3.511 1.412
H -3.349 3.241 -0.322
H -0.717 -1.077 -1.573
H -2.332 -0.551 -1.058
H -1.986 -1.532 -3.576
H -4.185 -0.658 -3.309
H -3.594 0.865 -2.642
H -1.465 -0.007 -6.076
H -1.317 1.714 -5.702
H 0.988 0.351 -4.788
H 0.812 -0.505 -3.260
H 0.202 -1.233 -4.754
H -1.641 2.352 -3.242
H 0.095 2.069 -3.134
H 0.196 2.544 1.597
H -1.270 2.442 2.610
H 0.515 -1.807 2.857
H 2.489 -0.674 4.758
H 1.812 -2.315 4.772
H 5.719 -2.176 3.704
H 4.766 -2.405 5.238
H 3.357 -4.159 4.098
H 4.311 -3.925 2.561
H 3.907 -0.253 2.301
H 4.082 -1.752 1.348
H -1.409 -0.922 1.342
H 0.086 -0.441 0.487
*
```

Results of the Löwdin charge analysis, in e, for atoms 1 through 4: -0.37, 0.92, -0.57, -0.47

***

# 5
Density functional theory data (wB97M-V/def2-TZVPD) for one molecule with the formula C19H28N2O3S2.

Summary:
LUMO level = 0.4 eV
Highest occupied orbital energy = -8.746 eV
Energy relative to the best compared isomer or geometry (same formula, charge and spin) = 29.80 kcal/mol
Energy = -50949.9659 eV

The geometry in ORCA input format:
```
! wB97M-V def2-TZVPD RIJCOSX def2/J DEFGRID3
* xyz 0 1
C -2.266 2.506 1.628
S -1.576 0.848 1.469
C 0.127 1.252 0.994
C 0.153 2.103 -0.262
O 0.313 3.310 -0.170
N -0.038 1.491 -1.452
C -0.353 0.098 -1.716
C -1.466 0.166 -2.762
C -2.876 0.257 -2.154
S -3.355 2.008 -2.134
C -2.507 2.209 -3.717
C -1.174 1.468 -3.566
C -0.544 1.188 -4.927
C -0.213 2.280 -2.663
C 0.969 1.809 2.168
N 1.595 0.491 2.290
C 2.122 -0.005 3.437
O 2.305 0.728 4.391
C 2.504 -1.490 3.547
C 2.724 -2.285 2.251
C 1.454 -3.123 2.122
C 0.862 -3.525 0.806
C 1.517 -4.556 1.689
C 0.577 -2.703 3.289
O 1.481 -2.188 4.254
C 0.987 -0.034 1.068
H -3.279 2.380 2.009
H -1.688 3.095 2.338
H -2.301 3.008 0.663
H 0.525 -0.420 -2.120
H -0.672 -0.421 -0.816
H -1.415 -0.710 -3.412
H -3.590 -0.285 -2.776
H -2.926 -0.143 -1.143
H -3.110 1.761 -4.511
H -2.371 3.266 -3.943
H -0.307 2.119 -5.445
H 0.385 0.623 -4.818
H -1.221 0.611 -5.559
H -0.609 3.256 -2.386
H 0.748 2.440 -3.161
H 1.663 2.593 1.867
H 0.420 2.115 3.057
H 3.382 -1.494 4.191
H 2.901 -1.639 1.391
H 3.597 -2.927 2.360
H -0.218 -3.545 0.721
H 1.380 -3.228 -0.098
H 2.478 -4.945 1.380
H 0.879 -5.270 2.193
H -0.149 -1.931 2.997
H 0.034 -3.531 3.743
H 0.441 -0.970 1.162
H 1.699 -0.112 0.240
*
```

Results of the Löwdin charge analysis, in e, for atoms 1 through 4: -0.36, 0.93, -0.56, -0.46